[1]
C38H47FeGe2N4OS | wB97M-V/def2-TZVPD

The geometry in XYZ format:
```
94
C38H47FeGe2N4OS wB97M-V/def2-TZVPD
H -0.31033 4.13901 -1.00135
H -0.90634 -5.08560 -1.05815
C 4.10789 0.21025 -1.18804
Ge -1.69242 -1.92358 2.77729
C -1.26424 2.93129 0.50115
H 4.54863 0.01763 -0.21192
S -1.99985 -0.27651 -1.28086
H 3.62520 -1.86128 0.28169
H -0.48449 1.72588 -5.40290
C 1.24452 -5.17367 -1.17216
C 3.24389 1.45145 -1.11924
C -3.59662 4.28850 -0.27914
H -3.33065 1.59310 -0.89426
H -2.10893 -0.17715 4.67800
H 3.52795 1.88202 6.08781
H -0.01589 -2.74191 4.54688
H 0.00727 0.09068 4.46183
H 3.49853 0.13858 -5.32870
C 0.12831 0.60995 -3.68687
C 1.14810 1.23317 3.00307
C 2.18560 1.27136 -0.03815
H 3.91565 3.11430 4.00431
C -2.39481 4.53912 -0.91994
H 2.85447 -2.19305 -3.12458
C 3.49869 -2.14190 -0.76657
Ge -0.23645 -0.52588 1.30709
H -2.31044 1.88558 -2.30650
H -3.35738 -0.05838 3.43382
H -4.55253 3.17792 1.28549
C -0.02991 1.30613 2.08336
Fe 1.11687 -0.44737 -0.76591
H -5.07742 -0.38059 -1.03742
C -2.96406 1.16462 -1.82671
H 2.38154 2.83430 2.08958
C 0.31934 1.18022 -4.93313
H -2.34535 5.27470 -1.71001
C -3.32648 -1.44767 -1.70407
H 3.37030 -4.86445 -1.20362
H 3.85765 2.32531 -0.88816
N 1.11388 -2.42238 -0.76430
H 4.41059 -2.64817 -1.10378
C 0.05767 2.34389 0.96720
H 0.84450 2.43602 -1.10982
H 1.29831 -6.23868 -1.33973
N 1.05865 -0.08268 -3.02904
C 1.55489 1.03585 -5.54652
H 1.75408 1.48065 -6.50918
C 0.97548 1.91602 -0.16968
H -0.82681 0.71718 -3.19866
H -3.38909 -2.14027 -0.86842
N 3.20969 -0.90804 -1.50836
H -2.47855 -3.55242 0.92419
C 1.78749 0.81362 5.33497
H -5.28670 -1.20473 -2.58121
H 4.20020 -1.09135 -3.38251
C -1.24416 3.87855 -0.52253
C 2.91624 1.69810 5.21869
C -3.62889 3.36973 0.75902
C 0.00833 -3.17126 -0.82333
C 2.52613 0.29723 -4.89125
H -4.49008 4.82131 -0.56677
H 4.92348 0.30205 -1.90905
H -2.55649 1.97221 1.94080
H -3.66440 -2.24624 1.16718
C 2.23636 -0.25158 -3.65013
N 2.59516 0.44088 0.96795
O -1.98936 -0.20619 0.25446
H 2.75284 1.65858 -2.07055
H -0.87244 1.53241 2.74336
C -2.72184 -0.74836 3.98508
C 2.30043 -3.04462 -0.88931
C 2.39705 -4.41205 -1.09957
C -0.60153 -3.22347 3.76825
H 0.08524 -3.73804 3.09804
C 2.50775 0.65924 2.28975
C -4.09971 0.62515 -2.68105
H -3.75111 0.38123 -3.68660
C 2.35976 2.08267 2.86931
C -2.47644 2.69243 1.13723
C -2.97468 -2.92204 1.66028
H -3.55330 -3.57725 2.30925
H 0.55652 3.23136 1.39035
H 1.58160 0.35470 6.29024
H -3.37260 -1.39026 4.57802
H -1.23273 -3.97036 4.24094
H -4.87910 1.37870 -2.77899
C 0.92387 0.64966 4.31263
C 3.14331 2.36322 4.07163
H -2.98804 -1.98644 -2.58868
C 3.19679 -1.16666 -2.95062
H -0.92665 -2.64971 -0.67979
C 0.02176 -4.53751 -1.02315
H 3.01448 -0.05434 2.92771
C -4.58367 -0.63360 -1.97699
```

Output
⟨S²⟩: 0.85
total charge: +2
orbital gap (spin up / spin down): 5.673 / 5.792 eV
E_HOMO (spin up / spin down): -11.90 / -11.91 eV
spin multiplicity: 2

[2]
C19H20CaCl4GeN3OS | wB97M-V/def2-TZVPD

The geometry in XYZ format:
```
50
C19H20CaCl4GeN3OS wB97M-V/def2-TZVPD
C -0.69937 -1.32733 2.21959
H -3.35895 1.08520 -4.30801
Ge 4.08947 -0.58685 3.59395
C -1.23318 1.20883 -1.67870
C -1.43445 0.18263 -4.24978
Ca 1.57672 0.45674 1.07616
C -1.15391 2.20662 1.99411
N -0.97991 -2.58255 -1.61140
H 0.73434 -1.21682 -5.03894
H -1.30054 -2.71318 3.76424
C -0.63030 -2.47102 -0.32114
Cl -3.63550 2.76577 2.87991
C -2.36240 1.43188 -2.41571
H -3.17733 2.01483 -2.00466
H -1.71918 -1.97122 -1.92622
Cl 3.93936 -0.97885 1.23252
H 1.67233 3.81104 1.80918
H 1.84476 -3.17010 -1.45159
N 0.12802 2.44839 1.72926
N 0.45578 -3.06082 0.13507
H -2.48457 -1.44781 3.41488
C -0.25716 -0.06554 -3.49687
Cl 6.08897 0.35394 3.55551
H 0.80353 -4.60394 -1.23538
C 0.62162 3.65441 2.01609
H -0.99606 -1.06040 4.30132
H 2.11524 -4.27209 -0.09301
H -1.50285 -0.21463 -5.25685
C 1.98009 -0.59592 -1.92438
H 2.72609 -1.67654 -3.65841
O 0.59558 -1.28728 2.14577
C -0.14319 0.44455 -2.17600
Cl 2.85345 1.46937 3.33888
C -1.98516 3.16160 2.55497
C 1.90348 -1.09557 -3.25340
C -0.14919 4.66292 2.56685
H -0.23401 -2.68741 -2.28960
C 1.35483 -3.81674 -0.72027
H 0.78731 -2.71806 1.03932
C 0.80573 -0.84343 -4.02295
H -1.14300 1.61741 -0.67984
C 0.99432 0.17723 -1.33631
H 2.88099 -0.85554 -1.36955
C -1.48216 4.41574 2.84729
H 0.29508 5.62494 2.77880
H -2.11874 5.17229 3.28518
C -1.41679 -1.65628 3.49000
H -1.53599 1.21890 1.75932
C -2.46593 0.90556 -3.72264
S -1.64722 -1.51489 0.71344
```

Output
⟨S²⟩: 0.76
orbital gap (spin up / spin down): 6.536 / 7.885 eV
E_HOMO (spin up / spin down): -6.57 / -7.92 eV
spin multiplicity: 2

[3]
C30H28F3N6O3SSe2Ti | wB97M-V/def2-TZVPD

The geometry in XYZ format:
```
74
C30H28F3N6O3SSe2Ti wB97M-V/def2-TZVPD
H 2.70440 0.79543 -0.89678
H -0.07465 0.21576 5.94206
H -3.33690 4.44840 -1.89808
O -3.76021 -1.81803 0.47828
N 1.74966 -1.29687 0.88973
H 1.18143 2.37605 6.08391
C 3.48155 -1.26887 -2.86453
C 0.22433 0.75106 5.05266
C -3.44055 2.69558 -0.66258
C 3.65047 -3.17951 1.59962
O -1.79386 -3.31195 0.31998
H 4.81063 -2.87436 -3.36745
N 1.30917 1.78995 0.27738
C 2.81505 -3.55433 -2.92047
C -4.67979 1.15715 -4.11760
C -2.78134 3.66359 -1.40223
Se -0.44638 -1.23807 -1.81461
H -5.30280 1.71887 -4.80153
H 3.02351 -4.60323 -3.08508
C 3.34182 0.55965 1.14440
H 4.42413 0.63944 1.03480
H -0.84811 4.36431 -2.05490
H 1.01885 1.82115 -1.78928
C 1.44522 -2.60333 0.94022
H 0.72467 -3.84453 -2.45430
C -0.08527 0.24226 3.80517
H -3.16132 0.90276 0.50840
C 0.77807 2.45298 -0.93084
C 1.21165 2.71078 1.43040
C 1.53883 -3.14158 -2.56512
C 0.91892 1.94909 5.12530
O -1.62366 -1.14570 1.40986
H -2.83077 1.68498 -5.09039
N 2.26824 -0.85903 -2.49749
H 4.22955 -0.49360 -2.99140
N -1.36139 1.65690 -0.14967
C -0.71987 2.60085 -0.85119
C 1.27462 2.59421 3.95171
C 2.70641 1.37792 0.02515
H 2.11830 3.32036 1.51290
H -6.31919 0.40264 -2.93214
N -3.08367 -0.28147 -2.37382
F -3.21712 -4.27712 2.56030
S -2.51396 -2.27663 1.00995
N 0.25937 0.86351 2.67098
H -0.62949 -0.68648 3.68845
H -4.51639 2.69420 -0.56417
C -5.24872 0.42801 -3.07892
H -4.79270 -0.85709 -1.40115
C 3.80602 -2.60042 -3.07760
Se -0.64969 0.31569 -3.57177
H 3.31142 2.27911 -0.13883
H 4.40137 -3.90632 1.87974
F -1.84042 -2.89330 3.49050
Ti -0.06843 0.00580 0.62934
C -2.69413 1.70202 -0.05478
H 0.42486 -2.87584 0.68676
H 1.81749 3.53001 3.97093
F -3.91881 -2.34804 3.24125
C 3.97483 -1.83660 1.52058
H 4.97993 -1.49772 1.73266
C -2.56168 0.39312 -3.37884
C -3.30678 1.14547 -4.28246
H 2.04536 -4.60817 1.35241
C -1.39756 3.62029 -1.49386
C -4.41248 -0.27545 -2.23195
H 3.11496 0.99555 2.12169
H 0.38407 3.39898 1.24261
C -2.90445 -2.99360 2.67755
C 2.99979 -0.90911 1.17663
H 1.24960 3.43090 -1.08858
C 2.35407 -3.57378 1.30935
C 0.92314 2.02157 2.74007
C 1.32681 -1.78623 -2.35935
```

Output
⟨S²⟩: 2.01
total charge: +1
orbital gap (spin up / spin down): 6.659 / 7.871 eV
E_HOMO (spin up / spin down): -9.20 / -10.48 eV
spin multiplicity: 3

[4]
C4H10N2O2 | wB97M-V/def2-TZVPD

The geometry in XYZ format:
```
18
C4H10N2O2 wB97M-V/def2-TZVPD
H -1.94991 -0.40204 1.00757
H -0.78270 -0.25489 -2.68021
H 0.51501 1.95236 1.32886
C -0.58445 0.63210 -2.14032
H -0.61360 1.60696 -2.60804
N 0.54346 -0.26075 1.80009
H -0.55691 -2.12409 2.38747
C 0.18434 0.86095 0.95347
N 0.72256 0.40943 -1.60393
H -0.89021 0.94954 0.71282
H -1.43944 0.57094 -1.40725
C -0.27324 -1.46913 1.43802
O -1.56744 -1.19600 0.91439
O 2.25819 0.31340 -0.13748
H 0.28270 -2.03198 0.52604
H 1.54995 -0.54761 1.90045
C 1.09408 0.64660 -0.25760
H 1.50761 0.34421 -2.13434
```

Output
SMILES string: CNC(=O)CNCO
orbital gap: 9.550 eV
E_HOMO: -8.84 eV
spin multiplicity: 1

[5]
C3H9N2S | wB97M-V/def2-TZVPD

The geometry in XYZ format:
```
15
C3H9N2S wB97M-V/def2-TZVPD
N -0.11834 -1.56740 0.07700
H -0.94298 0.16216 0.96545
H -0.02913 1.82775 -0.61867
C 1.29058 0.26249 1.00806
S 1.51569 -0.67808 2.61641
C -0.27411 0.73788 -0.90618
H 2.24203 0.00463 0.49471
H 0.67652 -1.71882 -0.49299
H 1.23603 1.40581 1.19687
N -1.77575 0.82870 -1.28288
H 0.33887 0.48621 -1.78491
C -0.05153 -0.11468 0.37103
H -1.83951 0.12121 -2.06080
H 0.00363 -2.01417 0.98904
H -2.27201 0.25631 -0.57214
```

Output
⟨S²⟩: 0.75
orbital gap (spin up / spin down): 10.489 / 7.030 eV
E_HOMO (spin up / spin down): -9.55 / -9.22 eV
spin multiplicity: 2

[6]
C38H70AlN8O2 | wB97M-V/def2-TZVPD

The geometry in XYZ format:
```
119
C38H70AlN8O2 wB97M-V/def2-TZVPD
C 0.32759 -3.78174 -2.99254
H -5.05750 -1.48398 -4.87640
H -2.16756 3.31990 1.58703
H 5.53955 0.13462 -1.16812
H -3.06184 5.46062 1.46026
H -3.54007 -2.58218 1.74123
C -4.93969 -2.53801 -4.62492
H 4.56108 -3.22751 0.34812
H -2.51546 2.51113 -4.44169
C 4.50403 0.15859 -0.82870
C -1.51085 2.09152 -4.38891
C -3.72998 -1.92799 -2.48805
H -1.86771 -1.74581 4.90838
H -0.09278 -1.36638 -6.15510
H -4.42806 -2.36319 -1.77294
H 2.09457 -0.60810 4.18930
C 4.97529 -2.23078 0.19630
H -1.02160 -0.04364 1.60444
H 3.18901 -2.56080 5.74143
H -2.76416 -2.39485 -4.24531
N 4.80051 2.28810 2.63820
H 4.93510 -2.58337 5.76271
C -1.58629 -4.32338 5.70319
H -3.35732 1.41403 1.02702
N -4.60453 0.57135 -2.73249
C 2.46728 -2.10164 2.82172
C -1.49950 4.04324 1.11952
N 1.26675 6.13942 2.82107
C 1.36862 -2.84733 -3.40073
C -0.46901 3.13304 -3.89023
H -1.62788 3.84374 0.05565
H 0.21699 -1.11359 -3.68656
C 0.88432 -1.73657 -4.28210
H 4.58744 4.21422 0.25836
H 4.26075 -0.31217 5.00217
H -5.04769 1.01221 1.12008
C -3.68300 -2.72838 -3.76304
C -1.22554 1.60220 -5.75786
C 2.87420 -0.87898 3.47733
C 0.97766 2.44681 -3.84685
H -0.27169 -2.33435 4.75463
C -1.83404 -3.79086 4.26097
H -0.52608 -4.42079 5.93674
C 1.75922 4.57373 -0.49801
H -2.73512 -1.91818 -2.04280
C 0.21725 -2.20525 -5.53198
H 1.65015 -1.02293 -4.58594
H -2.00693 -3.60443 6.40625
C -4.25982 -0.53636 -2.65558
C -1.97264 5.41974 1.45188
H -2.03227 -5.29328 5.92339
H 2.57444 2.57124 -0.13000
Al 0.09788 -4.56259 0.54665
H 4.64535 0.69249 0.11103
N -0.95153 1.19922 -6.82403
C -3.94893 -1.66734 1.31227
H 0.24706 1.19829 1.35650
C -1.17884 0.40085 -1.06240
H -0.83152 3.53872 -2.94571
H -3.52911 -3.79085 -3.57441
H -2.90872 -3.84148 4.08607
H -1.28808 0.00398 -2.07169
H 3.49506 4.84065 1.60201
H -0.47899 3.87473 1.46342
H 0.89399 4.09150 -0.95291
C 4.07110 -2.48176 5.10599
H -1.09400 -1.93869 3.28004
H -4.56140 -0.55315 3.07507
H 3.06632 -1.35518 -0.24900
C 2.44545 3.51412 0.40145
H 2.33635 4.86026 -1.37717
O -1.20712 -4.57428 3.27238
H 5.06413 -1.09890 3.73279
H -3.34978 -1.39882 0.44220
C 0.11758 6.04304 2.80716
H -1.61045 6.14082 0.71910
H -2.86934 -0.37360 2.69814
H 2.21366 -3.28055 -3.93582
H 0.72886 -0.35619 1.89019
C -4.11087 0.96700 1.67543
H 0.83105 -2.87598 -6.13321
C -1.24648 -2.37234 4.26836
N 7.37907 -2.50840 -0.73690
H -5.77466 -2.91211 -4.03248
H 2.94431 -0.12367 2.69458
H 1.00867 1.46040 -3.38409
H -2.15682 0.37430 -0.58182
H 5.03616 -1.84837 1.21519
C 4.35624 3.06194 1.89489
C -5.24097 -1.96176 0.72291
H -4.33691 1.64515 2.49830
H 1.41479 2.37603 -4.84285
N -0.53456 -4.52017 -2.67885
N 2.09440 -3.06215 2.34322
C -3.85963 -0.44406 2.24820
H 3.84045 0.69329 -1.50830
H -1.77134 5.43858 3.66004
H 0.86280 -0.06212 -0.67127
N -6.26702 -2.16124 0.23435
C -0.09437 -0.31862 -0.21725
H -0.70657 -2.74920 -5.33510
O -0.12581 -1.71436 -0.31678
H 1.73273 2.93709 -3.23237
H -1.44287 1.28910 -3.65433
H 3.95677 -1.80250 -1.63678
H 4.16467 -3.31279 4.40690
H -1.62660 6.93635 2.97779
H -4.89203 -3.01472 -5.60399
C -0.00525 0.14254 1.25737
H 1.75325 3.28581 1.21191
C 4.07109 -1.31329 -0.66946
H 1.75544 -2.32045 -2.52846
C 3.77427 4.00931 0.95469
H -0.98224 1.46734 -1.17208
H -0.45532 4.00753 -4.54074
C -1.35602 5.90209 2.76519
C 4.11655 -1.10797 4.27141
H 1.34976 5.42570 0.04476
C 6.33355 -2.38173 -0.30808
```

Output
total charge: +1
orbital gap: 2.922 eV
E_HOMO: -11.72 eV
spin multiplicity: 1

Results for F_max: 2.15, 0.20, 0.22, 6.46, 3.03, 3.19 (in eV/Å, following the order of the records).
Results for electronic energy: -206414.99490, -162430.22343, -219442.18442, -11382.79253, -17070.37964, -63137.68296 (in eV, following the order of the records).
Results for relative energy (zero: lowest compared OMol25 entry of this formula, charge and spin): 60.00, 6.47, 0.79, 94.79, 12.70, 25.69 (in kcal/mol, following the order of the records).